Entry 1:
7
Properties=species:S:1:pos:R:3:forces:R:3 method="wB97M-V/def2-TZVPD" spin_multiplicity=1 homo_lumo_gap_ev=10.36 smiles=N.O charge=0
N -0.677924 -1.558737 0.766856 -0.5 -0.2 0.7
H 0.278196 -1.811089 0.930818 0.1 0.1 -0.3
H -0.853572 -0.573117 0.731636 0.2 0.1 -0.2
H -1.147090 -2.080117 0.054056 0.1 -0.1 -0.3
O 0.711024 1.479625 -0.622496 -0.7 0.3 -0.2
H 0.331870 0.997657 -1.372376 0.2 0.1 0.2
H 0.056913 2.181903 -0.452181 0.5 -0.4 -0.1

=====

Entry 2:
10
Properties=species:S:1:pos:R:3:forces:R:3 method="wB97M-V/def2-TZVPD" spin_multiplicity=1 homo_lumo_gap_ev="7.16 / 6.73" smiles="[PH2]#P=N[PH]#[PH2]" charge=0
P -3.032464 0.523070 -0.379721 1.8 1.4 -0.4
P -1.893339 -1.098254 0.534499 3.3 2.0 -1.0
N -0.088431 -0.087957 -0.059074 -4.8 -0.6 1.2
P 1.122362 -0.986138 -0.572380 1.0 -0.8 0.3
P 2.726783 0.223458 0.482916 0.3 -1.0 -0.6
H -1.990914 1.600653 -0.093686 -1.3 -1.4 -0.5
H -3.854505 0.978957 0.627946 -0.6 -0.1 0.8
H 0.941370 -2.182204 0.186602 0.5 -0.2 -0.1
H 2.275592 1.289888 -0.328554 0.3 0.0 -0.1
H 3.793549 -0.261470 -0.398545 -0.6 0.6 0.4

=====

Entry 3:
10
Properties=species:S:1:pos:R:3:forces:R:3 method="wB97M-V/def2-TZVPD" spin_multiplicity=1 homo_lumo_gap_ev="6.52 / 6.60" charge=0
N 1.968492 -1.349101 -1.148057 0.3 2.5 2.0
P 0.828258 1.028935 -0.279221 -1.1 0.1 0.8
P -2.408737 1.260869 -0.358776 1.1 0.9 -0.6
P 1.432442 -0.972389 0.321870 1.2 0.1 -1.6
P -0.790566 1.028171 1.088973 0.6 -0.8 -0.8
H 1.818977 -2.278015 -1.375214 -0.3 -2.3 -0.7
H -3.498554 1.559107 0.504699 0.3 0.8 -0.1
H -1.807061 2.528446 -0.935062 -1.3 -1.0 0.7
H 0.299719 -1.646609 0.643850 -1.0 -0.6 0.6
H 2.157029 -1.159412 1.536938 0.1 0.2 -0.3

=====

Entry 4:
8
Properties=species:S:1:pos:R:3:forces:R:3 method="wB97M-V/def2-TZVPD" spin_multiplicity=1 homo_lumo_gap_ev=7.66 charge=-1
S 0.101781 0.551959 -1.725032 0.2 -0.3 0.5
H 0.113436 -0.708571 -1.210289 0.0 0.3 -0.4
H 1.348716 0.057385 0.234744 1.0 -1.7 1.7
H 2.775255 0.003702 0.690793 -0.7 -0.9 0.6
O 1.946161 -0.475401 0.945768 -0.3 2.6 -2.5
H -2.518789 0.618723 0.708909 -1.3 0.3 1.0
H -1.552787 0.187624 -0.060720 3.3 0.3 -2.7
O -2.213774 -0.235422 0.415827 -2.1 -0.6 1.7

=====

Which of these has the lowest charge?
H5O2S

=====

The lowest charge belongs to which entry?
H5O2S